ORCA calculation (ωB97M-V with the def2-TZVPD basis set) on a cluster of 2 separate species, C5H14S in total.

Results
F_max: 1.329 eV Å⁻¹
orbital gap (alpha / beta): 10.2530 / 5.4801 eV
multiplicity: 2
LUMO (alpha / beta): -4.36 / -9.14 eV
total charge: +1
ΔE to the lowest compared entry with this formula, charge and spin: 0.8638 eV

Each atom is followed by the atoms it is bonded to, with distances in Å.
Positions of all 20 atoms, in Å:
1 C -0.611 2.014 0.318  C2 1.541, H4 1.084, H5 1.094, H6 1.085
2 C -1.148 0.996 1.343  C1 1.541, S3 1.828, H7 1.078, H8 1.101
3 S -2.300 -0.132 0.480  C2 1.828, H9 1.352
4 H 0.417 1.742 0.111  C1 1.084
5 H -0.522 3.011 0.761  C1 1.094
6 H -1.314 2.153 -0.496  C1 1.085
7 H -0.367 0.480 1.877  C2 1.078
8 H -1.859 1.468 2.040  C2 1.101
9 H -1.756 -1.253 1.006  S3 1.352
10 C 1.472 -1.619 -1.740  C11 1.534, H13 1.088, H14 1.088, H15 1.083
11 C 1.630 -0.616 -0.589  C10 1.534, C12 1.512, H16 1.101, H17 1.090
12 C 3.079 -0.419 -0.202  C11 1.512, H18 1.095, H19 1.078, H20 1.091
13 H 2.320 -1.585 -2.420  C10 1.088
14 H 0.585 -1.388 -2.325  C10 1.088
15 H 1.411 -2.619 -1.330  C10 1.083
16 H 0.972 -0.945 0.230  C11 1.101
17 H 1.173 0.318 -0.918  C11 1.090
18 H 3.264 0.306 0.597  C12 1.095
19 H 3.537 -1.326 0.159  C12 1.078
20 H 3.637 -0.092 -1.080  C12 1.091